Entry 1:
14
Properties=species:S:1:pos:R:3:mulliken_charge:R:1 method="wB97M-V/def2-TZVPD" gap_ha="0.2939 / 0.2939" de_lowest_kcal_mol=124.9 lumo_ev="-0.020 / -0.020"
C 0.95836 -0.23613 -1.29880 -0.4951
C 0.61607 -1.02089 -0.26166 -0.4986
C 0.60729 1.15329 -1.46377 -0.2900
C -0.17598 -0.70741 0.90698 0.5806
C -1.47889 1.62711 -0.27424 -0.2639
N -0.47187 1.64146 -0.96096 -0.1354
O -0.63237 -1.90017 1.56550 -0.3777
O -0.18867 -0.28851 3.55061 -0.5021
S 0.39966 -1.16852 2.57069 0.4662
H 1.53697 -0.43779 -2.17107 0.3282
H 0.93469 -1.97921 -0.34919 0.4413
H 1.24876 1.67133 -2.02752 0.4749
H -2.47956 1.54378 -0.56872 0.2446
H -0.87448 0.10168 0.78215 0.0271

Entry 2:
83
Properties=species:S:1:pos:R:3:mulliken_charge:R:1 method="wB97M-V/def2-TZVPD" gap_ha="0.2118 / 0.2090" de_lowest_kcal_mol=32.7 total_charge=+1 s_squared=0.840 lumo_ev="-4.536 / -4.428" spin_multiplicity=2
Re -1.71816 -0.52775 0.37276 0.7404
C 8.63038 8.46641 0.25449 -0.8397
O 7.23590 8.72315 0.21623 -0.4601
C 6.39126 7.68297 0.24711 0.8728
C 5.02711 7.99603 0.22845 -0.5459
C 4.08499 6.99843 0.25515 -0.5485
C 4.46823 5.65118 0.30155 0.4253
C 5.82740 5.34868 0.31872 -0.7325
C 6.78462 6.34721 0.29275 -0.6659
C 3.43654 4.62762 0.32644 0.3418
N 2.13963 4.85900 0.34443 -0.8007
C 1.54237 3.63938 0.34909 0.5276
C 2.49264 2.62502 0.33480 0.0119
N 3.69450 3.27942 0.32011 -0.1471
C 2.16890 1.24345 0.37459 0.2074
C 3.08432 0.18056 0.43633 -0.4716
C 2.60651 -1.10667 0.49484 -1.0481
C 1.23613 -1.33920 0.49479 0.1102
N 0.33785 -0.35701 0.43862 -0.2122
C 0.79644 0.93188 0.37438 0.3324
C -0.19342 1.96746 0.33632 0.1878
N -1.48906 1.55185 0.30159 -0.4404
C -2.45517 2.46256 0.34685 -0.0615
C -2.18966 3.83005 0.42255 -0.9770
C -0.88700 4.26906 0.41979 -0.3358
C 0.15065 3.32671 0.36266 0.1624
H 9.10925 9.44030 0.24185 0.2456
H 8.95492 7.89307 -0.61696 0.3409
H 8.91076 7.93511 1.16689 0.3453
H 4.74343 9.03924 0.19014 0.4342
H 3.02989 7.23347 0.23944 0.4831
H 6.16784 4.32016 0.35415 0.2177
H 7.83170 6.07909 0.30516 0.3976
H 4.60732 2.86097 0.30927 0.1763
H 4.14849 0.37609 0.43838 0.4763
H 3.28276 -1.94762 0.54294 0.4648
H 0.84149 -2.34379 0.55203 0.2215
H -3.47165 2.09198 0.32159 0.5439
H -3.01775 4.52155 0.47739 0.4480
H -0.63599 5.32070 0.46364 0.6152
O -5.81652 -0.37472 -0.72313 -0.6078
C -4.62673 -0.44277 -0.90202 0.2341
O -3.71636 -0.37253 0.03186 -0.5506
C -4.04646 -0.53101 -2.30822 0.4228
C -4.71120 0.00788 -3.40018 -0.7171
C -4.06733 0.04323 -4.62700 -0.1245
C -2.76223 -0.38584 -4.80339 -0.5025
C -2.12076 -0.91448 -3.70200 -0.2297
C -2.77190 -1.04242 -2.48640 0.2117
N -0.70431 -1.28965 -3.75178 0.8614
O -0.22753 -1.60229 -4.81647 -0.5667
O -0.09117 -1.26369 -2.68945 -0.4904
N -4.78048 0.60534 -5.79238 1.0290
O -4.20859 0.56194 -6.86246 -0.5990
O -5.89197 1.04977 -5.59994 -0.5910
H -5.71231 0.40386 -3.30180 0.5860
H -2.27706 -0.30130 -5.76502 0.5879
H -2.27079 -1.58979 -1.69300 0.3684
C -1.78040 -2.47207 0.71047 -0.5471
C -1.93247 -3.65484 1.09163 0.6420
C -2.13341 -4.90650 1.57320 0.4682
C -3.49468 -5.40813 1.69982 0.6201
C -3.75791 -6.78474 1.74428 -0.2497
C -5.05898 -7.24581 1.81759 -0.8003
C -6.11646 -6.34665 1.84969 -0.3831
C -5.87104 -4.97935 1.79744 -0.7441
C -4.57599 -4.51109 1.71790 -0.5244
C -0.95201 -5.68953 1.94971 0.1480
C -0.95110 -6.48072 3.10267 -0.1054
C 0.19152 -7.16528 3.47904 -0.7584
C 1.34020 -7.08712 2.70462 -0.4131
C 1.34740 -6.30819 1.55408 -0.8407
C 0.21703 -5.60332 1.18564 -0.4481
H -2.93973 -7.48917 1.68517 0.5189
H -5.25385 -8.30962 1.84105 0.4068
H -7.13286 -6.71217 1.91304 0.4027
H -6.69527 -4.27879 1.81527 0.4250
H -4.38166 -3.44653 1.68657 0.4638
H -1.83758 -6.52573 3.72124 0.5583
H 0.18512 -7.76117 4.38204 0.4098
H 2.23022 -7.62891 2.99576 0.3992
H 2.23920 -6.25536 0.94312 0.4205
H 0.21206 -5.00854 0.28037 0.5654

Entry 3:
50
Properties=species:S:1:pos:R:3:mulliken_charge:R:1 method="wB97M-V/def2-TZVPD" gap_ha=0.3146 de_lowest_kcal_mol=75.4 lumo_ev=0.417 smiles="CC#CC[C@H](NC(=O)c1ncn2ccccc12)C(=O)N[C@H](CO)CCC"
C 2.43610 1.05255 5.86546 -1.0985
C 1.52450 0.78138 4.75829 0.1402
C 0.78810 0.55721 3.83923 -0.4034
C -0.10591 0.28143 2.71931 -0.5667
C 0.45073 -0.75236 1.69742 0.8522
N 0.92368 -0.15471 0.45709 -0.2596
C 1.78126 0.90289 0.38649 -0.5558
O 2.09658 1.60352 1.33282 -0.7205
C 2.28939 1.15564 -0.97527 1.0625
N 1.98435 0.36880 -2.04953 -0.5553
C 2.60803 0.87987 -3.07740 -0.4359
N 3.32557 1.98959 -2.72230 0.0719
C 4.11981 2.82737 -3.47712 -0.3055
C 4.72853 3.86866 -2.87676 -0.5106
C 4.55347 4.10256 -1.47229 -0.4371
C 3.77411 3.28171 -0.72795 -0.5603
C 3.13058 2.18208 -1.36107 0.5091
C -0.67419 -1.74003 1.38814 -0.3407
O -0.83851 -2.73853 2.06800 -0.6761
N -1.49734 -1.39583 0.37365 -0.0285
C -2.65172 -2.20759 0.01261 -0.2044
C -2.21305 -3.42853 -0.78444 -0.9489
O -1.75184 -2.98847 -2.05700 -0.5333
C -3.65277 -1.33028 -0.73174 -0.6918
C -4.91995 -2.06128 -1.15752 -0.3902
C -5.94025 -1.11471 -1.77784 -1.3464
H 3.10045 0.20470 6.03501 0.2982
H 3.05321 1.92639 5.65441 0.2978
H 1.88819 1.23884 6.78950 0.2860
H -1.04020 -0.11886 3.12074 0.4458
H -0.34516 1.20499 2.19129 0.3473
H 1.23374 -1.33433 2.18587 0.3183
H 0.90580 -0.72854 -0.37540 0.4538
H 2.58932 0.50947 -4.08917 0.4006
H 4.20504 2.58930 -4.52679 0.3555
H 5.35025 4.52394 -3.46884 0.3752
H 5.05266 4.94409 -1.01251 0.4119
H 3.61335 3.41634 0.33126 0.4968
H -1.31244 -0.55471 -0.14759 0.3983
H -3.09540 -2.57492 0.94157 0.3312
H -1.42394 -3.93820 -0.22779 0.5241
H -3.05964 -4.11438 -0.89298 0.4285
H -1.27264 -3.70548 -2.48012 0.3039
H -3.91839 -0.49318 -0.07858 0.4307
H -3.16593 -0.91039 -1.61706 0.3819
H -4.66554 -2.84208 -1.87785 0.2737
H -5.36068 -2.56374 -0.29075 0.3315
H -6.84124 -1.64455 -2.08767 0.3889
H -6.23552 -0.33827 -1.06929 0.3241
H -5.52454 -0.61934 -2.65752 0.3292